Below is CHHgLiO2 as an isolated structure in a non-equilibrium geometry, with properties calculated with ωB97M-V/def2-TZVPD.

Structure (XYZ):
```
6
CHHgLiO2 (ωB97M-V/def2-TZVPD)
H -1.49 -0.08 1.07
O -0.72 -1.01 -0.04
C -0.46 -0.12 0.96
O 0.02 0.89 0.49
Li -1.54 -2.62 -0.11
Hg 0.87 -0.21 -0.88
```

Summary:
lowest unoccupied orbital energy	-12.40	eV
charge	+2
HOMO level	-21.9	eV
orbital gap	9.5343	eV